Below is 2 unconnected molecules or ions with the total composition C3H4O2, with properties calculated with ωB97M-V with the def2-TZVPD basis set.

The geometry in XYZ format:
```
9
Properties=species:S:1:pos:R:3:mulliken_charge:R:1
C -0.2747 1.4817 -0.3736 0.547
H 0.7795 0.5522 1.8161 0.184
C 0.1635 -1.1441 -0.1603 -0.943
C -0.0007 0.2556 0.2940 0.104
O -1.2895 0.9161 0.2778 -0.329
H -0.1391 -1.2313 -1.2050 0.332
H 1.2077 -1.4356 -0.0681 0.296
H -0.4416 -1.8186 0.4431 0.279
O -0.0051 2.4241 -1.0239 -0.470
```

Its HOMO energy is -10.23 eV. The value obtained for the gap between HOMO and LUMO is 10.36 eV. Its energy above the lowest of the compared OMol25 structures with the same formula, charge and spin is 359.14 kJ/mol. As for the spin multiplicity: 1. The charge is 0. The value obtained for the LUMO energy is 0.12 eV.

=====

Below is 3 unconnected molecules or ions with the total composition C6H12N2O3, with properties calculated with ωB97M-V with the def2-TZVPD basis set.

The geometry in XYZ format:
```
23
Properties=species:S:1:pos:R:3:mulliken_charge:R:1
H -1.8567 -3.3034 1.7621 0.230
H -0.7384 2.6150 -0.5777 0.286
H -1.0902 -0.0349 2.0434 0.285
O -4.8271 1.9949 -0.5749 -0.332
O -2.7224 -2.7317 -1.1536 -0.458
H 2.4617 -0.6787 -1.0786 0.333
H -1.5738 1.1355 -1.4746 0.275
C -4.5728 1.0376 -0.0382 0.690
C -0.9762 0.9171 1.4630 -1.055
C 0.8021 -0.0307 0.3730 -0.551
N -0.5497 0.4977 0.1736 0.286
O -4.4658 0.0874 0.5853 -0.349
H -1.9732 1.3435 1.4592 0.301
C 1.3854 -0.6894 -0.9330 -1.180
C -2.3291 -2.7341 -0.0492 0.654
H 0.9679 -1.6132 -1.1048 0.352
H 0.9878 -0.1696 -1.7653 0.293
H -0.1344 1.3399 2.1434 0.302
N -1.7662 -2.7198 0.9860 -0.392
H 1.4992 0.7417 0.7586 0.387
H -0.0196 1.3804 -1.6062 0.468
H 0.8160 -0.9244 1.0226 0.344
C -0.6849 1.5254 -0.8509 -1.168
```

Its HOMO energy is -8.44 eV. The value obtained for the gap between HOMO and LUMO is 9.03 eV. Its energy above the lowest of the compared OMol25 structures with the same formula, charge and spin is 229.37 kJ/mol. As for the spin multiplicity: 1. The charge is 0. The value obtained for the LUMO energy is 0.59 eV.

=====

Below is a single C6H8ClN molecule, with properties calculated with ωB97M-V with the def2-TZVPD basis set.

The geometry in XYZ format:
```
16
Properties=species:S:1:pos:R:3:mulliken_charge:R:1
H -1.4051 0.4878 1.8853 0.345
H -0.2426 3.7438 -0.3173 0.431
N 1.7422 -0.7184 -1.2770 -0.644
C -0.1600 2.7436 -0.1498 -0.500
C -0.2206 -0.0346 0.0046 1.280
H -0.6173 -1.1351 1.8716 0.223
H 0.8216 -1.9553 0.0581 0.224
C -0.1178 1.4287 -0.4087 -0.830
H 1.6441 -0.3874 0.8812 0.240
H 1.3813 0.3436 -1.6016 0.322
C 1.0554 -0.8302 -0.0358 -0.393
C -1.4821 -0.6909 -0.0752 -0.220
H 2.8565 -0.7139 -1.1315 0.295
H -1.2344 -1.8088 -0.1523 0.266
Cl -3.0184 -0.1760 -0.8240 -0.190
C -1.0028 -0.2967 1.2720 -0.849
```

Its HOMO energy is -9.47 eV. The value obtained for the gap between HOMO and LUMO is 10.06 eV. Its energy above the lowest of the compared OMol25 structures with the same formula, charge and spin is 443.06 kJ/mol. As for the spin multiplicity: 1. The charge is 0. The value obtained for the LUMO energy is 0.59 eV.

=====

Below is a molecular structure, C11H17BN6OPt, with properties calculated with ωB97M-V with the def2-TZVPD basis set.

The geometry in XYZ format:
```
37
Properties=species:S:1:pos:R:3:mulliken_charge:R:1
H 0.5960 1.3167 -3.7912 0.018
H 0.6236 0.5928 6.3223 0.292
C -0.2024 2.4723 0.5631 0.212
N -0.9944 -0.0299 -2.8400 -0.077
C 0.2036 3.2738 -1.4874 0.007
C 2.6783 -0.5526 -2.6054 -0.024
H 4.1677 -1.8996 -1.6528 0.406
O 0.4686 1.0417 4.2460 -0.465
H -0.0342 4.5906 0.2832 0.439
H -0.3769 2.1707 1.6011 0.439
N -1.3488 -0.6119 -1.6403 -0.246
N -0.0996 1.4696 -0.3513 -0.540
H 1.4123 1.1205 4.3593 0.300
N 0.1349 1.9464 -1.6109 0.138
C -0.0119 3.6251 -0.1758 -1.121
H 2.1927 -2.0793 0.2969 0.447
B 0.3477 0.8472 -2.7638 -0.054
H -1.7864 -0.0502 -4.7015 0.577
C 3.1919 -1.3950 -1.6578 -1.013
H 3.0394 -0.1355 -3.5656 0.475
Pt -0.4801 -0.4216 -0.0094 1.634
H 0.4182 3.7830 -2.4169 0.523
H -2.8504 -1.8521 -0.8770 0.419
C -2.4795 -1.3395 -1.7736 0.248
H -0.9999 -2.4298 3.8820 0.103
N 1.2014 -0.7543 -1.0042 -0.634
H -1.7191 -3.4658 2.9989 0.330
C -1.0835 -3.5041 3.8809 -0.756
N 1.4567 -0.1446 -2.2103 0.281
C 2.2531 -1.5273 -0.6456 0.143
H -0.1821 -3.5990 3.2539 0.341
C -2.8497 -1.2196 -3.0984 -1.136
C -1.9201 -0.4142 -3.7380 -0.057
H -0.2377 -0.5993 5.2929 0.109
H -3.7059 -1.6833 -3.4824 0.468
C -0.0431 0.4687 5.4510 -0.446
H -0.9803 0.9897 5.6679 0.223
```

Its HOMO energy (alpha / beta) is -15.43 / -15.42 eV. Its expectation value of S² is 2.0074. The value obtained for the gap between HOMO and LUMO (alpha / beta) is 5.32 / 5.61 eV. Its energy above the lowest of the compared OMol25 structures with the same formula, charge and spin is 345.36 kJ/mol. As for the spin multiplicity: 3. The charge is +2. The value obtained for the LUMO energy (alpha / beta) is -10.10 / -9.81 eV.

=====

Below is a molecular structure, C19H14BN2O2SeTi, with properties calculated with ωB97M-V with the def2-TZVPD basis set.

The geometry in XYZ format:
```
40
Properties=species:S:1:pos:R:3:mulliken_charge:R:1
H 1.3912 2.5245 -3.2653 0.382
C 2.1898 -0.0870 -1.2615 0.234
C 3.2407 1.4689 -3.3049 -0.645
Ti -0.5578 1.0912 -1.0128 -0.282
B -0.6860 1.2087 1.2460 0.719
H -0.1385 -1.3290 -2.1102 0.239
H 2.5732 -1.9808 2.9586 0.412
C -1.3804 0.6780 3.2919 0.840
N -2.3156 1.4286 -1.9644 -0.764
O -1.7922 0.7558 1.9850 -0.500
C -0.0617 1.0909 3.3780 0.597
C 3.9960 0.4403 -2.7639 -0.581
H 4.0571 -1.1502 -1.3264 0.486
H -1.4474 -1.5169 -1.1183 0.227
C 1.6589 -0.8964 -0.1310 1.304
C -1.4037 0.2544 5.6114 -0.478
H -3.1148 -0.0690 4.3138 0.471
C -0.0801 0.6724 5.6986 -0.508
C 1.4003 0.9521 -1.7924 0.086
H 3.6468 2.0776 -4.1031 0.396
H 4.9913 0.2400 -3.1393 0.388
C 1.9613 1.7132 -2.8219 0.060
C -3.0573 0.5249 -2.1362 0.404
H 3.4668 -0.7880 0.9977 0.505
C -0.1767 -2.0188 0.9996 -0.771
H -1.9166 -0.0725 6.5062 0.384
H 0.4155 0.6656 6.6604 0.388
C 3.4726 -0.3379 -1.7427 -0.708
C 2.4496 -1.1576 0.9877 -0.697
C -2.0851 0.2512 4.3950 -0.927
C 0.3398 -1.3597 -0.1103 0.211
H 1.6502 1.4313 4.6285 0.469
O 0.3823 1.4427 2.1299 -0.497
Se -4.0857 -0.8746 -2.3708 -0.204
C 0.6241 -2.2415 2.1047 -0.537
C 0.6211 1.1033 4.5734 -0.804
H -1.2121 -2.3391 0.9979 0.342
N -0.5424 -1.0587 -1.2166 -0.250
C 1.9453 -1.8179 2.0928 -0.820
H 0.2144 -2.7353 2.9757 0.426
```

Its HOMO energy (alpha / beta) is -8.35 / -8.58 eV. Its expectation value of S² is 0.7547. The value obtained for the gap between HOMO and LUMO (alpha / beta) is 8.20 / 8.60 eV. As for the spin multiplicity: 2. The charge is 0. The value obtained for the LUMO energy (alpha / beta) is -0.14 / 0.02 eV.

=====

Number 1: maximum force 0.0936 Eh/bohr. Number 2: maximum force 0.0780 Eh/bohr. Number 3: maximum force 0.2267 Eh/bohr. Number 4: maximum force 0.0999 Eh/bohr. Number 5: maximum force 0.0052 Eh/bohr.